# 1
DFT (ωB97M-V/def2-TZVPD) results for a cluster of 8 separate species, C16H27Cl6N5 in total.

The geometry in XYZ format:
```
54
Properties=species:S:1:pos:R:3:forces:R:3
Cl 4.067 -0.024 -2.975 -0.062 -0.078 0.025
C 2.444 0.637 -3.353 -0.035 0.094 0.064
C 2.519 1.843 -4.252 -0.093 -0.019 -0.062
Cl 3.267 1.448 -5.826 0.013 0.018 0.010
H 2.016 0.903 -2.389 -0.092 0.113 -0.030
H 1.838 -0.143 -3.806 0.170 -0.145 -0.021
H 3.081 2.648 -3.791 0.125 0.038 -0.044
H 1.513 2.198 -4.470 0.137 -0.012 0.063
Cl 0.052 2.359 1.274 -0.320 0.038 -0.100
C -0.083 0.650 1.779 0.658 0.008 0.602
C 0.393 -0.323 0.742 -0.349 -0.036 0.004
Cl 2.099 -0.065 0.283 0.057 -0.027 -0.001
H -1.102 0.429 2.078 -0.124 0.094 -0.248
H 0.538 0.566 2.670 -0.037 -0.036 -0.015
H -0.189 -0.248 -0.173 -0.014 -0.111 -0.028
H 0.308 -1.323 1.159 0.006 -0.066 -0.161
Cl -8.074 0.981 2.503 0.040 -0.169 0.006
C -6.439 0.507 3.066 -0.149 0.578 0.101
C -5.474 0.678 1.921 -0.138 -0.409 -0.363
Cl -3.816 0.310 2.465 0.046 0.007 0.079
H -6.475 -0.514 3.429 -0.025 -0.085 -0.048
H -6.205 1.183 3.884 0.099 -0.092 0.028
H -5.496 1.674 1.494 0.050 0.141 0.191
H -5.711 -0.029 1.127 0.047 0.015 0.023
C 0.191 -3.866 -3.160 0.208 -0.323 -0.396
C -0.039 -3.447 -1.797 0.059 0.239 0.486
N -0.198 -3.133 -0.704 -0.084 0.049 -0.115
H 0.032 -4.942 -3.220 -0.087 0.046 -0.141
H 1.219 -3.667 -3.460 0.026 0.062 0.103
H -0.468 -3.346 -3.849 -0.120 -0.040 0.006
C -1.232 2.107 -2.197 -0.330 -0.056 -0.084
C -0.875 2.609 -3.515 -0.008 -0.131 0.155
N -0.607 2.974 -4.567 -0.028 0.107 -0.259
H -0.354 1.809 -1.632 0.102 0.167 0.032
H -1.889 1.245 -2.317 0.005 -0.003 0.026
H -1.778 2.882 -1.663 0.125 -0.023 0.154
C 4.670 -2.530 0.382 -0.149 0.290 0.379
C 3.632 -3.326 1.031 0.536 0.347 -0.363
N 2.825 -3.940 1.556 -0.479 -0.394 0.311
H 4.554 -2.550 -0.698 0.091 -0.062 -0.046
H 5.655 -2.870 0.695 0.026 -0.161 -0.180
H 4.563 -1.500 0.723 -0.015 -0.010 -0.114
C 3.317 3.135 0.211 0.023 -0.024 -0.440
C 2.394 3.595 -0.826 0.529 -0.260 0.734
N 1.687 3.909 -1.666 -0.562 0.215 -0.591
H 4.075 3.891 0.399 0.010 0.006 0.027
H 3.780 2.229 -0.183 0.148 0.036 0.193
H 2.774 2.891 1.118 -0.029 0.024 0.027
C -2.420 -1.709 5.509 0.007 0.116 -0.109
C -1.672 -1.858 4.269 0.131 0.030 -0.199
N -1.088 -1.955 3.285 -0.057 0.048 0.135
H -2.320 -0.686 5.868 0.021 -0.005 0.034
H -2.030 -2.394 6.256 -0.089 -0.051 0.058
H -3.472 -1.902 5.312 -0.022 -0.095 0.101
```
Forces are in eV/Å.

Results
ΔE to the lowest compared entry with this formula, charge and spin, kcal per mole: 0.0
Total energy, Eh: -3660.76424
HOMO-LUMO gap, eV: 10.62
SMILES string: ClCCCl.ClCCCl.ClCCCl.CC#N.CC#N.CC#N.CC#N.CC#N
F_max, eV/Å: 0.9

Here are the natural (NBO) charges for atoms 1 to 2, given in e: Cl -0.085; C -0.379

---

# 2
DFT (ωB97M-V/def2-TZVPD) results for the molecule C4H6OS in a non-equilibrium geometry.

The geometry in XYZ format:
```
12
Properties=species:S:1:pos:R:3:forces:R:3
C 0.478 0.655 -0.129 1.380 0.005 -0.179
C 0.618 -0.666 0.195 0.390 0.455 -0.403
C -0.520 1.690 -0.739 2.084 -2.409 0.259
C -0.300 -1.783 0.358 -1.487 -2.033 0.609
O 1.717 1.101 0.408 -0.858 2.570 -1.188
S 2.201 -0.357 0.926 -0.333 -1.490 0.134
H -1.006 1.961 0.144 -1.341 1.301 0.980
H -0.084 2.510 -1.308 0.315 -0.120 0.404
H -1.173 1.144 -1.391 -0.525 -0.229 -0.248
H -0.350 -2.048 1.414 0.194 0.146 0.341
H -1.282 -1.361 0.207 -0.562 -0.145 -0.430
H -0.297 -2.845 -0.086 0.742 1.950 -0.279
```
Forces are in eV/Å.

Results
ΔE to the lowest compared entry with this formula, charge and spin, kcal per mole: 65.4
Total energy, Eh: -629.34287
HOMO-LUMO gap, eV: 8.98
F_max, eV/Å: 3.2

Here are the natural (NBO) charges for atoms 1 to 2, given in e: C 0.280; C -0.274

---

# 3
DFT (ωB97M-V/def2-TZVPD) results for a cluster of 2 separate species, C3H4N2O3 in total in a non-equilibrium geometry.

The geometry in XYZ format:
```
12
Properties=species:S:1:pos:R:3:forces:R:3
C -1.046 -1.256 -0.457 2.200 -0.859 -0.779
C -0.066 -0.645 0.250 -0.975 -0.502 -1.128
C 1.315 -0.651 -0.118 0.301 -1.598 -0.078
N 2.370 -1.150 -0.165 -0.414 1.055 -0.291
O 3.528 -1.421 -0.298 0.383 -0.395 0.047
H -1.972 -1.357 -0.032 -2.301 0.443 1.223
H -1.045 -1.921 -1.379 1.037 1.308 1.052
H -0.241 -0.087 1.165 -0.415 -0.164 -0.080
O 1.106 2.533 -0.781 -0.548 -0.023 -0.056
N 1.547 1.951 0.181 2.820 -0.083 -1.687
O 1.266 2.123 1.332 -0.177 -0.455 0.543
H 2.405 1.277 -0.115 -1.912 1.273 1.233
```
Forces are in eV/Å.

Results
ΔE to the lowest compared entry with this formula, charge and spin, kcal per mole: 178.8
Total energy, Eh: -451.69488
HOMO-LUMO gap, eV: 9.46
SMILES string: C=CC#[N+][O-].O=[NH+][O-]
F_max, eV/Å: 3.3

Here are the natural (NBO) charges for atoms 1 to 2, given in e: C -0.302; C -0.299

---

# 4
DFT (ωB97M-V/def2-TZVPD) results for a structure of composition C34H45Sn in a non-equilibrium geometry.

The geometry in XYZ format:
```
80
Properties=species:S:1:pos:R:3:forces:R:3
C -4.626 3.120 4.200 -0.146 0.249 0.165
C -3.841 2.091 3.448 0.347 -0.261 -0.176
C -3.217 1.052 4.136 -0.179 0.077 -0.303
C -2.523 0.041 3.472 -0.012 0.325 -0.245
C -1.957 -1.048 4.348 0.120 -0.273 0.510
C -2.395 0.091 2.067 -0.148 -0.300 -0.056
C -1.677 -1.022 1.294 0.141 0.060 -0.022
C -2.511 -2.314 1.305 -0.251 0.093 -0.069
C -0.213 -1.236 1.750 0.148 -0.189 -0.059
C 0.821 -0.527 0.882 0.057 4.156 4.842
C 1.970 0.050 1.642 -1.637 -0.421 -0.514
C 2.264 1.440 1.577 0.640 0.044 0.004
C 1.304 2.422 0.962 0.024 0.254 -0.121
C 3.443 1.930 2.130 -0.155 -0.315 -0.036
C 4.321 1.101 2.830 -0.190 -0.114 0.006
C 5.604 1.652 3.369 0.189 0.150 0.096
C 3.952 -0.232 3.027 -0.112 0.383 -0.183
C 2.799 -0.768 2.455 0.440 0.487 0.135
C 2.481 -2.202 2.766 -0.042 -0.455 0.123
C -3.030 1.136 1.363 0.211 -0.186 0.285
C -3.000 1.207 -0.143 -0.003 0.221 -0.338
C -3.724 2.125 2.058 -0.097 -0.087 0.310
H -5.044 3.861 3.514 0.011 -0.019 0.133
H -5.453 2.659 4.755 0.115 0.094 -0.119
H -3.998 3.642 4.934 -0.103 -0.038 -0.139
H -3.292 1.008 5.225 -0.036 0.012 -0.219
H -1.874 -2.022 3.860 0.135 0.344 0.124
H -0.967 -0.779 4.750 -0.221 -0.085 -0.249
H -2.609 -1.176 5.224 0.081 0.011 -0.208
H -1.630 -0.717 0.241 0.056 -0.046 0.211
H -3.509 -2.103 0.896 0.076 -0.115 0.093
H -2.047 -3.090 0.683 -0.005 0.165 0.182
H -2.643 -2.712 2.317 -0.022 -0.033 -0.280
H -0.113 -0.926 2.800 0.003 -0.172 -0.326
H 0.008 -2.315 1.727 -0.297 -0.226 0.072
H 0.331 0.253 0.288 0.077 -0.133 -0.077
H 1.702 3.437 1.085 -0.076 -0.126 -0.059
H 1.151 2.260 -0.114 -0.060 -0.022 0.215
H 0.323 2.392 1.461 0.135 -0.152 -0.199
H 3.672 2.995 2.035 -0.015 -0.174 0.039
H 6.166 0.874 3.892 0.033 0.116 -0.003
H 6.234 2.049 2.562 0.003 -0.078 0.139
H 5.419 2.478 4.068 0.102 -0.087 -0.012
H 4.580 -0.870 3.653 -0.056 0.093 -0.183
H 3.348 -2.672 3.248 -0.106 0.046 -0.115
H 1.649 -2.280 3.483 0.103 -0.077 -0.260
H 2.230 -2.800 1.881 -0.041 0.231 0.125
H -3.608 2.056 -0.479 0.092 -0.160 0.044
H -1.984 1.366 -0.537 -0.243 -0.173 0.156
H -3.415 0.302 -0.613 0.184 0.197 0.142
H -4.204 2.930 1.496 0.075 -0.168 0.139
C 0.450 -2.292 -6.456 -0.205 0.006 -0.091
Sn -0.458 -1.916 -4.547 1.178 -0.561 1.817
C 0.004 0.051 -3.835 -0.257 0.062 -0.256
C -2.527 -2.475 -4.458 -0.047 0.133 -0.235
C 0.563 -3.250 -2.843 -0.963 0.700 -1.753
C 1.989 -2.915 -2.973 0.361 0.445 -0.101
C 2.337 -2.087 -1.854 0.118 -0.614 -1.435
C 3.635 -1.547 -1.771 -0.376 -0.216 -0.096
C 4.548 -1.825 -2.788 -0.078 -0.001 0.012
C 4.192 -2.626 -3.890 -0.209 -0.123 0.093
C 2.911 -3.182 -3.987 0.203 0.119 0.174
C 1.191 -1.960 -0.998 -0.261 -3.287 -2.090
C 0.155 -2.692 -1.541 0.951 0.588 0.016
H 0.135 -3.277 -6.821 0.139 0.234 -0.026
H 0.105 -1.513 -7.149 0.164 -0.247 0.033
H 1.541 -2.254 -6.362 -0.283 0.012 -0.021
H -0.466 0.206 -2.857 0.154 -0.014 -0.263
H 1.093 0.144 -3.739 -0.283 -0.026 -0.012
H -0.380 0.771 -4.568 0.174 0.057 0.289
H -2.869 -2.445 -3.417 0.071 -0.005 -0.268
H -3.103 -1.765 -5.064 -0.064 -0.259 0.179
H -2.642 -3.488 -4.863 -0.071 0.253 0.118
H 0.136 -4.154 -3.280 0.346 -0.371 0.540
H 3.884 -0.927 -0.909 0.103 -0.093 -0.227
H 5.559 -1.420 -2.733 -0.247 -0.072 -0.019
H 4.924 -2.819 -4.676 -0.144 0.030 0.211
H 2.623 -3.815 -4.830 0.207 0.165 0.122
H 1.248 -1.385 0.016 -0.233 -0.152 -0.365
H -0.833 -2.857 -1.108 0.210 0.113 -0.069
```
Forces are in eV/Å.

Results
ΔE to the lowest compared entry with this formula, charge and spin, kcal per mole: 0.0
Total energy, Eh: -1536.74476
HOMO-LUMO gap, eV: 3.78
Net charge: -1
F_max, eV/Å: 6.4

Here are the Löwdin charges for atoms 1 to 2, given in e: C -0.071; C -0.286

---

# 5
DFT (ωB97M-V/def2-TZVPD) results for a structure of composition C31H35CaN2P2S3 in a non-equilibrium geometry.

The geometry in XYZ format:
```
74
Properties=species:S:1:pos:R:3:forces:R:3
Ca -0.059 -0.106 -0.657 0.328 -0.024 0.201
S -0.834 2.353 0.269 -0.409 0.068 -0.807
P -0.268 1.407 1.948 1.266 0.123 0.985
C 0.687 0.004 1.848 -2.060 -0.217 -0.319
P -0.054 -1.514 2.039 1.148 -0.013 0.790
S -0.567 -2.597 0.420 -0.408 -0.063 -0.804
C 1.269 -2.578 2.724 0.043 0.020 -0.103
C 2.577 -2.122 2.636 -0.084 0.216 0.126
C 3.632 -2.953 2.963 0.206 -0.116 -0.001
C 3.390 -4.256 3.360 0.102 -0.062 0.044
C 2.086 -4.717 3.446 -0.091 -0.187 0.075
C 1.028 -3.884 3.134 -0.063 0.108 0.033
C -1.415 -1.754 3.246 0.020 0.253 -0.280
C -2.690 -2.079 2.797 0.138 -0.191 -0.070
C -3.721 -2.258 3.700 -0.128 -0.075 0.061
C -3.488 -2.096 5.055 -0.072 -0.016 0.085
C -2.228 -1.731 5.504 0.012 -0.031 0.164
C -1.192 -1.556 4.604 0.075 -0.059 -0.182
C -1.739 1.462 3.036 0.039 -0.185 -0.153
C -1.649 1.799 4.382 0.140 0.037 -0.183
C -2.794 1.864 5.154 -0.130 0.067 0.178
C -4.030 1.580 4.594 -0.050 0.035 0.089
C -4.120 1.209 3.261 -0.129 0.015 0.027
C -2.978 1.146 2.488 0.071 0.123 -0.135
C 0.853 2.622 2.742 0.041 0.005 -0.088
C 0.599 3.988 2.702 -0.115 -0.098 0.015
C 1.534 4.882 3.188 -0.036 0.236 0.030
C 2.730 4.424 3.717 0.102 0.025 0.062
C 2.983 3.064 3.768 0.189 0.187 0.111
C 2.048 2.171 3.283 -0.141 -0.192 0.081
H 2.755 -1.105 2.303 -0.025 -0.020 -0.052
H 4.644 -2.583 2.888 0.112 0.024 -0.014
H 4.214 -4.917 3.600 0.038 -0.019 0.008
H 1.893 -5.740 3.737 -0.013 -0.081 0.077
H 0.008 -4.247 3.188 -0.019 -0.046 -0.038
H -2.854 -2.226 1.735 0.027 0.021 0.067
H -4.706 -2.530 3.343 -0.040 -0.001 0.013
H -4.289 -2.255 5.764 -0.043 0.039 0.041
H -2.053 -1.584 6.562 0.007 -0.002 0.049
H -0.201 -1.275 4.942 -0.006 0.012 0.045
H -0.683 2.030 4.814 -0.002 0.005 0.010
H -2.725 2.148 6.198 -0.005 -0.011 0.003
H -4.925 1.652 5.197 -0.055 -0.027 0.051
H -5.083 0.980 2.822 -0.010 -0.024 0.016
H -3.040 0.887 1.434 -0.014 0.043 0.128
H -0.327 4.338 2.265 -0.003 0.063 -0.044
H 1.340 5.946 3.135 -0.024 0.053 0.024
H 3.466 5.127 4.085 0.041 0.053 0.008
H 3.918 2.698 4.168 0.062 -0.015 0.048
H 2.234 1.105 3.308 0.002 -0.033 -0.098
C -2.201 -1.572 -2.985 0.007 0.353 0.012
C -1.606 -0.281 -3.542 0.266 -0.182 -0.453
C -1.746 -0.301 -5.074 -0.228 0.193 0.332
C -0.148 -0.121 -3.103 0.171 0.072 -0.184
H -3.170 -1.781 -3.436 -0.188 -0.092 0.069
H -2.319 -1.506 -1.903 -0.075 -0.203 0.076
H -1.535 -2.409 -3.202 0.039 -0.087 0.023
H -2.182 0.575 -3.159 -0.066 -0.080 -0.046
H -1.192 -1.143 -5.488 0.082 -0.118 -0.023
H -1.354 0.612 -5.517 0.072 0.087 -0.033
H -2.792 -0.401 -5.364 -0.184 -0.024 -0.187
H 0.205 0.819 -3.555 0.161 0.104 0.002
H 0.410 -0.919 -3.629 0.091 -0.078 -0.063
C 3.060 1.989 -2.563 0.010 0.280 0.133
N 3.046 0.554 -2.720 -0.485 -0.317 0.010
C 3.385 -0.270 -1.703 0.668 -0.121 -0.460
N 3.115 -1.592 -1.887 -0.526 -0.159 -0.123
S 4.258 0.221 -0.389 0.215 0.237 0.647
H 3.008 2.451 -3.547 -0.038 -0.025 -0.022
H 3.990 2.279 -2.075 -0.123 0.033 -0.028
H 2.213 2.335 -1.956 0.161 0.036 -0.051
H 2.332 0.211 -3.350 -0.025 -0.073 0.017
H 2.323 -1.852 -2.462 0.031 0.028 -0.008
H 3.291 -2.181 -1.088 -0.071 0.115 -0.016
```
Forces are in eV/Å.

Results
ΔE to the lowest compared entry with this formula, charge and spin, kcal per mole: 7.7
Total energy, Eh: -3866.82543
HOMO-LUMO gap, eV: 7.07
Net charge: -1
F_max, eV/Å: 2.1

Here are the Löwdin charges for atoms 1 to 2, given in e: Ca 0.851; S 0.192